The following is a DFT calculation (the ωB97M-V functional and the def2-TZVPD basis) of a molecular structure, C46H60BrN9O5PTi.

Values from the calculation:
electronic energy	-174773.1492	eV
net charge	+1
ΔE to the lowest compared entry with this formula, charge and spin	1.22	kJ/mol
LUMO	-0.13742	Eh
HOMO-LUMO gap	6.6306	eV
maximum force	2.49	eV/A

Cartesian coordinates (Å):
1 Ti -1.1280 0.5274 -0.6922
2 C -2.0544 -1.1667 -3.5146
3 O -1.8485 -1.1204 -2.0958
4 C -2.2773 -2.2241 -1.3767
5 C -2.5899 -3.4376 -1.9626
6 C -3.0155 -4.4930 -1.1675
7 C -3.1429 -4.3301 0.2043
8 C -2.8406 -3.1097 0.7828
9 C -2.3975 -2.0537 0.0004
10 N -2.0757 -0.7691 0.5247
11 N -2.3155 -0.6129 1.7598
12 C -2.2401 0.5775 2.3922
13 C -1.9785 1.8065 1.7404
14 O -1.5538 1.8272 0.5175
15 C -2.1918 3.0237 2.4263
16 C -2.5447 3.0159 3.7356
17 C -2.6988 1.8019 4.4754
18 C -2.9945 1.8210 5.8528
19 C -3.1289 0.6501 6.5526
20 C -2.9708 -0.5766 5.8885
21 C -2.6866 -0.6170 4.5447
22 C -2.5483 0.5731 3.8100
23 H -1.4621 -1.9620 -3.9605
24 H -1.7227 -0.2154 -3.9095
25 H -3.1094 -1.3182 -3.7320
26 H -2.5083 -3.5786 -3.0305
27 H -3.2664 -5.4388 -1.6326
28 H -3.4836 -5.1525 0.8211
29 H -2.9450 -2.9572 1.8483
30 H -2.0428 3.9453 1.8787
31 H -2.6942 3.9555 4.2572
32 H -3.1141 2.7766 6.3514
33 H -3.3567 0.6678 7.6108
34 H -3.0731 -1.5000 6.4452
35 H -2.5553 -1.5646 4.0399
36 C 1.3735 1.6026 5.9022
37 C 1.3751 1.9954 4.4489
38 C 1.8780 3.2159 4.0055
39 C 1.8294 3.5427 2.6622
40 C 1.2691 2.6126 1.7999
41 Br 1.1227 3.0710 -0.0521
42 N 0.7939 1.4552 2.1774
43 C 0.8508 1.1556 3.4789
44 H 2.3028 1.8982 6.3889
45 H 1.2527 0.5243 6.0124
46 H 0.5508 2.0887 6.4310
47 H 2.3070 3.9183 4.7129
48 H 2.2207 4.4791 2.2886
49 H 0.4471 0.1838 3.7562
50 C -4.2085 5.3520 -2.4127
51 C -3.4057 4.1404 -1.9460
52 C -3.4560 2.9122 -2.9190
53 C -4.8964 2.5030 -3.2328
54 C -4.9991 1.1955 -4.0194
55 C -2.7253 3.3239 -4.1896
56 O -3.2680 3.8699 -5.1172
57 N -1.3516 3.1086 -4.1969
58 C -0.6227 2.3255 -3.3122
59 O 0.5736 2.2053 -3.4187
60 N -1.3739 1.6593 -2.3511
61 C -2.7077 1.8320 -2.1897
62 O -3.2473 1.0870 -1.3503
63 H -4.0238 6.1890 -1.7376
64 H -5.2790 5.1464 -2.4026
65 H -3.9290 5.6584 -3.4203
66 H -3.7853 3.7941 -0.9828
67 H -2.3590 4.4250 -1.8075
68 H -5.3379 3.3037 -3.8206
69 H -5.4396 2.4113 -2.2924
70 H -4.3772 1.2284 -4.9189
71 H -6.0281 1.0270 -4.3358
72 H -4.6957 0.3474 -3.4054
73 H -0.8341 3.5003 -4.9694
74 N 0.4636 -0.2366 -0.6997
75 P 1.9034 -0.9012 -0.6430
76 N 2.2405 -1.6087 -2.0977
77 C 1.1134 -2.1301 -2.9027
78 C 1.5862 -2.4561 -4.3120
79 C 2.6432 -3.5753 -4.2923
80 C 3.5054 -3.5012 -3.0175
81 C 3.5749 -2.0676 -2.5112
82 N 3.2737 -0.0248 -0.3870
83 C 3.7775 0.8822 -1.4364
84 C 5.2999 0.8107 -1.4969
85 C 5.8966 1.1413 -0.1278
86 C 5.3208 0.2040 0.9365
87 C 3.7998 0.3153 0.9468
88 N 1.9492 -1.9911 0.6114
89 C 0.6822 -2.6192 1.0372
90 C 0.9251 -3.6009 2.1908
91 C 2.1082 -3.1394 3.0367
92 C 3.3944 -3.1888 2.1962
93 C 3.0926 -2.9032 0.7179
94 H 0.3548 -1.3601 -2.9164
95 H 0.6800 -3.0342 -2.4508
96 H 1.9951 -1.5464 -4.7603
97 H 0.7323 -2.7606 -4.9201
98 H 3.2767 -3.4878 -5.1770
99 H 2.1521 -4.5491 -4.3453
100 H 4.5125 -3.8683 -3.2188
101 H 3.0797 -4.1304 -2.2311
102 H 3.9587 -1.4255 -3.3124
103 H 4.2584 -1.9811 -1.6728
104 H 3.4797 1.9107 -1.2149
105 H 3.3248 0.6144 -2.3903
106 H 5.6614 1.5132 -2.2504
107 H 5.6129 -0.1939 -1.7963
108 H 5.6333 2.1743 0.1334
109 H 6.9852 1.0735 -0.1551
110 H 5.7069 0.4586 1.9261
111 H 5.6098 -0.8300 0.7136
112 H 3.5351 1.3425 1.2087
113 H 3.3507 -0.3451 1.6827
114 H 0.1886 -3.1427 0.2096
115 H 0.0260 -1.8189 1.3652
116 H 1.1327 -4.6021 1.8038
117 H 0.0148 -3.6710 2.7882
118 H 2.2156 -3.7644 3.9238
119 H 1.9241 -2.1156 3.3747
120 H 3.8543 -4.1769 2.2714
121 H 4.1134 -2.4612 2.5802
122 H 2.8761 -3.8384 0.1856
123 H 3.9637 -2.4534 0.2453

The following is a DFT calculation (the ωB97M-V functional and the def2-TZVPD basis) of a single C5H5NS molecule.

Values from the calculation:
electronic energy	-17588.2267	eV
ΔE to the lowest compared entry with this formula, charge and spin	255.74	kJ/mol
LUMO	-0.01760	Eh
HOMO-LUMO gap	8.1814	eV
maximum force	6.90	eV/A
structure (SMILES)	S/C=C1\C=CC=N1

Cartesian coordinates (Å):
1 C -1.5307 -0.9099 -0.1059
2 C -0.2987 -0.5007 0.1775
3 C 0.0806 0.8315 0.1371
4 C 1.3631 0.8249 -0.1949
5 C 1.8372 -0.5004 -0.1536
6 H -2.4043 1.1645 0.3848
7 H -1.8350 -2.0146 -0.0694
8 H -0.3021 1.7942 0.3890
9 H 2.3213 1.5821 -0.5028
10 H 2.8108 -0.9398 0.0226
11 N 0.8367 -1.3220 0.0370
12 S -2.8787 -0.0098 -0.1214

- What is the LUMO in the second record?
  -0.01760 Eh

- Which formula does entry 2 have?
  C5H5NS